[1]
The following is a DFT calculation (ωB97M-V with the def2-TZVPD basis set) of a single C4H4F3NOSi molecule at a distorted geometry.

Atoms and positions in Å:
1 C 2.04298 0.43811 -0.68384
2 C 1.04412 1.28084 -0.28161
3 C 1.43786 -0.71752 -1.23495
4 C -0.23409 0.54282 -0.53695
5 N 0.14031 -0.70632 -1.15352
6 O -1.19612 0.50192 0.50732
7 F -2.77221 0.34326 2.29084
8 F -0.83484 -1.40894 2.19595
9 F -2.87241 -1.66061 0.66238
10 Si -1.92628 -0.59838 1.35247
11 H 3.10441 0.31782 -0.56940
12 H 0.83776 2.16734 0.29299
13 H 1.95029 -1.61637 -1.59240
14 H -0.72180 1.11604 -1.24928

For the HOMO energy, the calculation gives -10.14 eV. Its spin multiplicity is 1. Its SMILES is F[Si](F)(F)O[C@H]1C=CC=N1. The relative energy (zero: lowest compared OMol25 entry of this formula, charge and spin) comes out at 0.0 kcal per mole. The frontier orbital gap comes out at 9.80 eV.

natural (NBO) population analysis, charges in e, atoms 1 to 4:
1. C -0.2743
2. C -0.1529
3. C 0.0699
4. C 0.1752

[2]
The following is a DFT calculation (ωB97M-V with the def2-TZVPD basis set) of 2 unconnected molecules or ions with the total composition C5H10N2 at a distorted geometry.

Atoms and positions in Å:
1 C -2.40873 -1.38608 0.76722
2 C -1.63186 1.48891 -0.98708
3 C -1.66297 -0.10767 0.81734
4 C 2.54421 0.50196 0.02352
5 C 3.08524 -0.67362 -0.43030
6 N 2.49703 1.64070 0.22853
7 N -1.48109 0.57893 -0.15661
8 H -2.98664 -1.41639 -0.23891
9 H -1.85435 -2.43322 0.76872
10 H -1.17387 1.58694 -1.98989
11 H -2.41731 2.20140 -0.88817
12 H -1.07005 -0.01149 1.78352
13 H 2.81670 -0.68335 -1.51191
14 H 2.50026 -1.48895 0.06415
15 H 4.10023 -0.87937 -0.15819
16 H 2.39800 2.56498 0.39942
17 H -3.25480 -1.48368 1.50864

For the HOMO energy, the calculation gives -20.06 eV. Its spin multiplicity is 1. The relative energy (zero: lowest compared OMol25 entry of this formula, charge and spin) comes out at 33.2 kcal per mole. The net charge is +2. The frontier orbital gap comes out at 11.75 eV.

natural (NBO) population analysis, charges in e, atoms 1 to 4:
1. C -0.7438
2. C 0.0761
3. C 0.2813
4. C 0.6941

[3]
The following is a DFT calculation (ωB97M-V with the def2-TZVPD basis set) of a molecular structure, C46H79ClN9O2OsSbSi3 at a distorted geometry.

Atoms and positions in Å:
1 Os 0.33107 0.81960 -0.09536
2 C 5.81535 1.10328 1.19890
3 C 4.63074 1.42055 0.34984
4 C 4.41754 2.38593 -0.61045
5 C 3.09867 2.20057 -1.06391
6 N 2.53885 1.18042 -0.41666
7 N 3.47858 0.73387 0.44614
8 C 2.38135 2.97406 -2.12011
9 H 6.72162 1.49204 0.74101
10 H 5.92506 0.02313 1.32366
11 H 5.71505 1.55171 2.18896
12 H 5.12085 3.12897 -0.95523
13 H 3.31763 -0.10120 0.98229
14 H 3.03004 3.10020 -2.98657
15 H 2.11661 3.96874 -1.75447
16 H 1.47370 2.45523 -2.42253
17 N -3.19582 -2.45353 -0.86647
18 C -1.98192 -1.87047 -0.77908
19 N -0.95548 -2.50571 -1.41392
20 O -1.80621 -0.83186 -0.11128
21 H -3.36355 -3.29410 -1.38957
22 H -3.95354 -2.04752 -0.34848
23 H -1.14040 -3.22965 -2.08989
24 H -0.12584 -1.95696 -1.57566
25 C -1.68646 2.51963 -3.82584
26 C -1.26323 1.22646 -3.09864
27 C -2.37785 0.18556 -3.32557
28 C -1.02547 1.61320 -1.60566
29 C -0.02560 0.63493 -3.77415
30 C 0.13022 0.69957 -5.15918
31 C 1.19642 0.08092 -5.79643
32 C 2.14731 -0.61544 -5.06360
33 C 2.01279 -0.68908 -3.68517
34 C 0.93211 -0.07608 -3.06735
35 H -2.48479 3.00483 -3.26375
36 H -2.06911 2.32799 -4.82985
37 H -0.84310 3.21202 -3.90084
38 H -3.31702 0.48868 -2.85251
39 H -2.09244 -0.79285 -2.94492
40 H -2.55649 0.07488 -4.39611
41 H -0.59065 2.61958 -1.65067
42 H -0.59146 1.22999 -5.76907
43 H 1.28345 0.13891 -6.87400
44 H 2.97873 -1.10076 -5.55876
45 H 2.74895 -1.22195 -3.09981
46 H 0.83934 -0.14013 -1.98284
47 C 2.21682 -7.31635 1.02626
48 C 1.19801 -6.32013 1.59786
49 C 0.27991 -7.09313 2.56101
50 C 0.32184 -5.79745 0.44903
51 C 1.94003 -5.18654 2.38866
52 O 2.49292 -5.73787 3.59288
53 C 3.12658 -4.50276 1.67657
54 C 2.98887 -3.98983 0.24054
55 C 4.14483 -3.09999 -0.15427
56 C 3.89297 -1.85658 -0.72110
57 C 4.92526 -1.02818 -1.14395
58 C 6.23441 -1.43448 -0.96236
59 Cl 7.52700 -0.38468 -1.44064
60 C 6.51575 -2.67203 -0.39858
61 C 5.47286 -3.50150 -0.01295
62 C 0.93582 -4.14377 2.95677
63 N 1.10810 -2.76996 2.48255
64 C 0.53007 -2.17523 1.43821
65 N 0.91366 -0.91198 1.37270
66 C 1.75099 -0.78724 2.45168
67 N 1.89083 -1.89069 3.14265
68 H 1.68657 -8.12960 0.52779
69 H 2.82906 -7.76961 1.81118
70 H 2.88132 -6.85800 0.29163
71 H -0.12532 -7.97034 2.05172
72 H -0.56640 -6.48794 2.90075
73 H 0.82122 -7.42947 3.44247
74 H -0.21276 -6.64343 0.01092
75 H 0.90028 -5.33119 -0.34658
76 H -0.43413 -5.08490 0.79759
77 H 3.13866 -6.41686 3.36970
78 H 3.95361 -5.21560 1.70545
79 H 3.42507 -3.67545 2.32338
80 H 2.06609 -3.42570 0.10980
81 H 2.95622 -4.83281 -0.45178
82 H 2.86402 -1.52366 -0.84031
83 H 4.71978 -0.07309 -1.61773
84 H 7.54469 -2.98624 -0.27582
85 H 5.70702 -4.47740 0.39949
86 H 1.10839 -4.12948 4.02677
87 H -0.09346 -4.42968 2.77093
88 H -0.15782 -2.67004 0.77041
89 H 2.22675 0.13751 2.74364
90 C -6.09934 3.49099 -0.52889
91 Si -5.17169 2.37029 -1.69792
92 C -6.09415 0.74401 -1.79945
93 C -5.07369 3.15358 -3.38262
94 Sb -2.83855 2.09071 -0.46842
95 Si -3.57046 0.81822 1.77094
96 C -4.88950 -0.45922 1.39193
97 C -2.27179 0.00554 2.84205
98 C -4.41358 2.17972 2.73670
99 Si -2.12796 4.60209 -0.09933
100 C -2.68992 5.51769 -1.62603
101 C -3.02051 5.30122 1.38419
102 C -0.27517 4.79544 0.09057
103 H -7.12000 3.63435 -0.90234
104 H -5.63905 4.47982 -0.43684
105 H -6.17563 3.05972 0.47181
106 H -6.77732 0.77561 -2.65521
107 H -6.70703 0.59739 -0.90642
108 H -5.45117 -0.13181 -1.92850
109 H -6.09970 3.29914 -3.73897
110 H -4.55320 2.52951 -4.11207
111 H -4.58690 4.13089 -3.36002
112 H -4.48695 -1.47353 1.45297
113 H -5.37193 -0.31687 0.42411
114 H -5.66654 -0.37630 2.15791
115 H -1.43517 -0.36937 2.24835
116 H -2.73384 -0.84243 3.35809
117 H -1.87457 0.68234 3.60027
118 H -5.37287 2.44704 2.28601
119 H -3.82170 3.09415 2.81694
120 H -4.62212 1.82082 3.75217
121 H -3.77281 5.45047 -1.76115
122 H -2.20613 5.14615 -2.53308
123 H -2.43127 6.57708 -1.52465
124 H -4.10701 5.25791 1.25936
125 H -2.74223 6.35463 1.50925
126 H -2.76121 4.78166 2.30984
127 H 0.27052 3.86891 -0.09320
128 H -0.02576 5.13001 1.10240
129 H 0.09005 5.54822 -0.61424
130 N 0.89013 4.34008 5.26001
131 C 0.81625 3.64075 4.10928
132 C -0.40985 3.17993 3.59619
133 C -0.42554 2.47762 2.41806
134 N 0.66938 2.18220 1.69574
135 C 1.83687 2.63505 2.17806
136 C 1.95893 3.34479 3.34536
137 H 0.07253 4.49903 5.81921
138 H 1.77443 4.65726 5.61440
139 H -1.33760 3.37113 4.12600
140 H -1.36285 2.13760 2.01205
141 H 2.72008 2.43398 1.58705
142 H 2.93308 3.68996 3.67069

For the HOMO energy (spin up / spin down), the calculation gives -11.70 / -11.78 eV. Its spin multiplicity is 1. The relative energy (zero: lowest compared OMol25 entry of this formula, charge and spin) comes out at 20.7 kcal per mole. The net charge is +2. The frontier orbital gap (spin up / spin down) comes out at 7.25 / 7.33 eV.

Löwdin population analysis, charges in e, atoms 1 to 4:
1. Os 1.1367
2. C 0.0003
3. C -0.3170
4. C 0.0387

[4]
The following is a DFT calculation (ωB97M-V with the def2-TZVPD basis set) of a molecular structure, C19H18CeNOSe at a distorted geometry.

Atoms and positions in Å:
1 C -1.03346 3.44728 1.39960
2 C 0.40626 3.31369 1.69819
3 C 1.03580 2.89923 0.49767
4 H 0.94809 3.61939 2.58675
5 C 0.02825 2.72593 -0.51825
6 C -1.25483 3.00873 0.05505
7 H -2.23735 2.78288 -0.31321
8 H -1.84157 3.74704 2.05589
9 H 2.08192 2.69123 0.45318
10 H 0.21064 2.44041 -1.53250
11 C 0.44576 -1.09901 2.85596
12 C 0.29918 -0.07853 3.75868
13 C -1.16854 0.36253 3.79771
14 H 1.08765 0.55477 4.15807
15 C -1.77111 -0.54924 2.68543
16 C -0.81752 -1.47307 2.29819
17 H -0.92986 -2.29375 1.61140
18 H 1.42566 -1.50183 2.58733
19 H -1.85254 0.20227 4.68464
20 H -2.83153 -0.51926 2.47656
21 Ce -0.37592 0.76824 1.08094
22 O 0.98641 -0.42033 -0.03236
23 C 1.56652 -0.17395 -1.31374
24 C 0.60605 -0.36258 -2.38022
25 H 1.88773 0.87080 -1.35421
26 H 2.47309 -0.77858 -1.53065
27 H -0.06883 0.44358 -2.63225
28 H 0.13642 -0.63028 -4.94304
29 C 0.20135 -1.59568 -4.43497
30 C 0.43980 -1.57714 -3.02805
31 C 0.54736 -2.83826 -2.35798
32 H 0.69011 -2.82473 -1.27424
33 C 0.47941 -4.02770 -3.06879
34 H 0.56291 -4.98842 -2.54960
35 C 0.30274 -4.00854 -4.46330
36 H 0.26195 -4.94599 -5.02037
37 C 0.17393 -2.78571 -5.14530
38 H 0.05700 -2.76690 -6.23372
39 Se -1.16532 3.73555 5.65331
40 C -0.89668 2.75632 4.28105
41 N -1.09696 1.86962 3.45114

For the HOMO energy (spin up / spin down), the calculation gives -4.35 / -4.45 eV. The expectation value of S² is 0.761. Its spin multiplicity is 2. The frontier orbital gap (spin up / spin down) comes out at 2.18 / 2.13 eV.

Löwdin population analysis, charges in e, atoms 1 to 4:
1. C -0.1612
2. C -0.1724
3. C -0.1822
4. H 0.1047